45
Properties=species:S:1:pos:R:3:forces:R:3 method="wB97M-V/def2-TZVPD" homo_lumo_gap_ev=4.78 de_lowest_ev=0.0618 total_charge=+3 lumo_energy_ev=-12.6 e_tot_ha=-4652.4874
W 0.089485 1.360184 -0.341866 0.31 -0.16 -0.02
Br 0.715327 4.772035 6.287245 0.03 0.08 0.20
C 0.441807 4.158976 4.561780 -0.03 -0.04 -0.13
C 0.261998 5.072932 3.514875 -0.02 0.02 -0.09
C 0.050695 4.650304 2.203757 0.00 0.17 0.13
C 0.044032 3.302360 1.984252 -0.24 -0.23 -0.52
O -0.171499 2.781800 0.707465 0.31 0.36 0.24
C 0.211677 2.344225 2.990604 0.00 -0.19 0.20
C 0.111916 0.950699 2.733440 -0.04 -0.11 0.05
N 0.002794 0.379152 1.557778 0.00 0.01 0.12
C -0.249682 -1.023344 1.449523 0.09 0.19 0.13
C 0.044758 -2.004171 2.364060 0.01 -0.13 0.07
C -0.360195 -3.332374 2.120523 0.01 0.07 -0.02
C -1.071745 -3.651976 0.993224 0.00 -0.02 0.01
C -1.375462 -2.652008 0.038073 -0.07 -0.15 -0.06
C -2.164930 -2.871450 -1.107597 -0.02 -0.04 0.00
C -2.465703 -1.821941 -1.955193 0.00 0.02 -0.01
C -1.928108 -0.571167 -1.707082 -0.02 -0.08 0.05
N -1.144405 -0.326251 -0.636560 0.16 0.27 0.04
C -0.915979 -1.347109 0.267944 -0.10 0.00 -0.15
C 0.400726 2.798301 4.306049 0.00 0.01 -0.05
H 0.275081 6.134097 3.729878 0.01 -0.01 0.01
H -0.111933 5.357703 1.401907 0.01 0.01 0.01
H 0.086965 0.298520 3.603318 0.00 0.03 0.03
H 0.588455 -1.784509 3.274865 0.00 0.00 -0.01
H -0.119866 -4.097021 2.846569 0.01 0.01 0.00
H -1.414767 -4.665236 0.824491 0.00 0.01 0.01
H -2.556597 -3.863156 -1.305851 0.00 0.01 0.00
H -3.105991 -1.957297 -2.815995 0.00 -0.01 0.00
H -2.127146 0.262338 -2.365634 -0.01 0.01 -0.02
H 0.521026 2.086658 5.113578 0.01 0.01 0.00
S -0.157686 2.356158 -2.405537 -0.03 -0.09 0.23
C 0.734133 0.904271 -2.817951 -0.05 0.03 -0.29
C 0.348282 0.207785 -3.981720 -0.02 0.03 0.06
C 0.865781 -1.035741 -4.247678 -0.04 -0.12 -0.11
C 0.455438 -1.732354 -5.430813 0.01 0.00 -0.01
N 0.083057 -2.290493 -6.363737 0.03 0.03 0.08
C 1.750615 -1.664196 -3.321340 0.03 -0.14 -0.05
C 2.124728 -1.011475 -2.177121 -0.05 0.05 0.05
C 1.657697 0.301343 -1.922987 0.35 -0.10 -0.30
S 2.325828 1.130202 -0.524304 -0.64 0.08 0.14
C 2.227353 -2.994320 -3.566373 -0.03 0.00 -0.03
N 2.574557 -4.077719 -3.725357 -0.01 0.07 0.02
H -0.359725 0.653195 -4.669810 0.02 0.03 0.01
H 2.807206 -1.487932 -1.484692 0.03 0.03 0.00